Record 1
Computed, not measured: one molecule with the formula C5H5IO2 at a distorted geometry, with ωB97M-V/def2-TZVPD.

Geometry as XYZ:
```
13
Properties=species:S:1:pos:R:3
I -3.3048 -0.3103 -0.1324
O -0.3745 -1.9550 -0.2599
O -0.1612 2.6336 0.1760
C 0.5766 1.5888 0.3585
C -1.4702 2.2923 0.0405
C 0.4608 -0.9483 0.2860
C -1.6230 0.9107 0.1165
C -0.1417 0.4268 0.2363
H 0.6246 -1.2053 1.3049
H 1.6103 1.7422 0.7544
H 1.4711 -1.0698 -0.2347
H -2.1053 2.9494 -0.3759
H -0.6666 -2.5005 0.4288
```

Calculated values
**⟨S²⟩**: 2.02
**Charge**: 0
**Gap between HOMO and LUMO (spin up / spin down)**: 5.061 / 5.984 eV
**LUMO (spin up / spin down)**: 0.51 / -2.91 eV
**HOMO (spin up / spin down)**: -4.6 / -8.9 eV
**Energy relative to the best compared isomer or geometry (same formula, charge and spin)**: 30.34 kcal/mol
**Multiplicity**: 3

Record 2
Computed, not measured: one molecule with the formula C2H2Cl2OS at a distorted geometry, with ωB97M-V/def2-TZVPD.

Geometry as XYZ:
```
8
Properties=species:S:1:pos:R:3
Cl 1.0570 -0.7540 0.0232
Cl -4.0493 0.0989 0.0617
S -2.4522 -0.4891 -1.0013
O -2.2425 -1.4416 1.4045
C -1.6359 -1.2259 0.3802
C -0.3133 -1.9039 0.1089
H -0.2672 -2.4413 1.0773
H -0.3399 -2.4431 -0.8504
```

Calculated values
**⟨S²⟩**: 2.01
**Charge**: 0
**Gap between HOMO and LUMO (spin up / spin down)**: 6.529 / 7.297 eV
**LUMO (spin up / spin down)**: -0.09 / -3.43 eV
**HOMO (spin up / spin down)**: -6.6 / -10.7 eV
**Energy relative to the best compared isomer or geometry (same formula, charge and spin)**: 0.00 kcal/mol
**Multiplicity**: 3

Record 3
Computed, not measured: one molecule with the formula C19H16N4O3S at a distorted geometry, with ωB97M-V/def2-TZVPD.

Geometry as XYZ:
```
43
Properties=species:S:1:pos:R:3
S -1.8968 -0.2292 -4.0505
O 0.7935 0.5876 -3.3873
O -2.7412 1.4257 -2.1313
O 4.5030 -3.5480 -0.3378
N -4.4264 1.6683 3.1829
N -3.3558 2.3195 1.3355
N -1.6754 0.6758 -0.3665
N -1.3350 -0.1055 -1.4094
C -1.0477 1.8570 4.6722
C 1.6814 -1.4028 -2.4876
C 3.6130 -2.7827 -1.0066
C 3.5083 -1.3966 -0.9013
C -2.4968 1.5674 -0.8002
C -3.1481 2.6713 -0.0371
C -1.9707 0.3629 -2.4412
C -2.3957 2.2181 2.3157
C -1.0288 2.4397 2.3183
C -0.3702 2.2516 3.5163
C 2.7468 -3.4676 -1.8680
C -4.5338 1.9626 1.9286
C 2.5596 -0.7246 -1.6425
C 0.6893 -0.6053 -3.2208
C 5.4044 -2.9278 0.5511
C -0.5131 -1.3748 -3.7625
C -3.0920 1.8137 3.4780
C 1.7916 -2.7928 -2.5895
C -2.4076 1.6315 4.6745
H -0.2798 -1.8152 -4.7323
H 2.4706 0.3484 -1.5676
H 0.6969 2.4110 3.5631
H 6.0565 -2.2199 0.0306
H -4.1085 2.9018 -0.5084
H -0.5007 2.7287 1.4231
H 2.8501 -4.5385 -1.9441
H -0.8429 -2.1406 -3.0638
H -2.5107 3.5647 -0.0936
H 4.1584 -0.8380 -0.2471
H 1.1473 -3.3483 -3.2531
H -2.9335 1.3237 5.5637
H -5.4591 1.9506 1.3836
H 6.0069 -3.7334 0.9673
H 4.8778 -2.4138 1.3607
H -0.4854 1.7238 5.5849
```

Calculated values
**Charge**: 0
**Gap between HOMO and LUMO**: 8.857 eV
**LUMO**: 0.36 eV
**HOMO**: -8.5 eV
**Energy relative to the best compared isomer or geometry (same formula, charge and spin)**: 27.76 kcal/mol

Record 4
Computed, not measured: a 2-piece molecular cluster, C6H13O2 overall at a distorted geometry, with ωB97M-V/def2-TZVPD.

Geometry as XYZ:
```
21
Properties=species:S:1:pos:R:3
O 1.9048 -3.2789 1.6102
O 2.0737 -2.1343 3.5685
C 0.8174 -1.1197 1.9415
C 0.1057 1.3170 -1.8326
C -0.6348 -1.3822 2.4150
C -0.1447 1.8403 -3.2470
C 1.7061 -2.3562 2.3611
C -1.1409 1.0553 -1.0187
H 0.7491 2.3671 -3.6009
H -0.9508 2.5769 -3.2441
H -0.9272 -0.7085 3.2175
H 0.8038 -1.1421 0.8500
H 0.8393 0.5081 -1.8494
H 0.7121 2.0833 -1.3366
H -1.1327 0.1637 -0.4064
H -0.3678 1.0164 -3.9284
H 1.2431 -0.2211 2.3741
H -2.0596 0.9892 -1.6134
H -1.2930 -1.0403 1.6069
H -0.8535 -2.4321 2.5402
H -1.4501 1.8981 -0.4074
```

Calculated values
**⟨S²⟩**: 0.76
**Charge**: 0
**Gap between HOMO and LUMO (spin up / spin down)**: 11.423 / 7.509 eV
**LUMO (spin up / spin down)**: 0.81 / -3.02 eV
**HOMO (spin up / spin down)**: -10.6 / -10.5 eV
**Energy relative to the best compared isomer or geometry (same formula, charge and spin)**: 11.27 kcal/mol
**Multiplicity**: 2

Question: Which value of charge does entry 1 give?
Answer: 0